{"formula": "C4H2F4O", "method": "ωB97M-V with the def2-TZVPD basis set", "smiles": "F/C(=C1\\CO1)C(F)(F)F", "homo_energy_ev": -9.494, "orbital_gap_ev": 10.251, "de_lowest_kcal_mol": 0.00, "multiplicity": 1, "e_lumo_ev": 0.757, "species": ["C", "C", "C", "C", "O", "F", "F", "F", "F", "H", "H"], "positions_angstrom": [[-1.4070, 0.0323, -0.2150], [-2.6215, 0.4301, 0.5070], [-0.0432, 0.0922, -0.4976], [-3.9350, -0.2323, 0.1428], [-0.9341, -0.7193, -1.2112], [-2.6878, 1.4221, 1.3935], [-5.0330, 0.4014, 0.6082], [-4.0327, -1.5255, 0.5070], [-3.9726, -0.3310, -1.2103], [0.4247, 0.7836, -1.1319], [0.4989, -0.4680, 0.2501]], "forces_ev_per_a": [[-6.429, 3.046, 3.121], [3.815, -2.251, -3.437], [1.840, -0.242, 1.566], [0.083, -0.546, -0.819], [-2.057, -1.835, -0.574], [0.527, -0.171, 0.106], [0.983, -0.175, -0.400], [0.101, 0.129, 0.856], [-0.471, 0.661, 0.010], [0.663, 1.285, -0.234], [0.946, 0.101, -0.197]], "lowdin_charge": [-0.136, -0.085, -0.059, -0.551, 0.093, 0.089, 0.151, 0.133, 0.124, 0.114, 0.127]}